[1]
# C8H20O4

5 unconnected molecules or ions with the total composition C8H20O4 at a distorted geometry (wB97M-V/def2-TZVPD, OMol25).

SMILES = C=C/C=C/CC(=C)C.O.O.O.O
2S+1 = 1
HOMO = -8.82 eV
molar mass = 180.244 g/mol
gap between HOMO and LUMO = 9.20 eV
energy relative to the best compared isomer or geometry (same formula, charge and spin) = 89.27 kcal per mole

Last column: Mulliken charge in e.
Atoms and positions in Å:
C 0.05 -3.56 0.32  -0.74
C 0.67 -2.54 0.94  -0.24
C 1.80 -1.69 0.56  -0.31
C 1.49 -0.83 -0.51  -0.50
C 2.40 0.03 -1.26  -0.79
C 1.75 1.42 -1.59  0.70
C 1.40 1.84 -2.79  -0.86
C 1.92 2.49 -0.55  -1.39
H 0.62 -3.85 -0.59  0.21
H -0.64 -4.31 0.45  0.39
H 0.42 -2.50 2.00  0.21
H 2.84 -1.94 0.84  0.36
H 0.56 -0.59 -0.71  0.82
H 2.64 -0.60 -2.13  0.31
H 3.34 0.18 -0.71  0.35
H 1.43 1.12 -3.68  0.22
H 0.88 2.81 -2.94  0.27
H 0.90 3.19 -0.54  0.30
H 1.98 2.16 0.49  0.33
H 2.77 3.03 -0.68  0.37
O -3.21 -0.09 -0.58  -0.71
H -3.22 -1.07 -1.01  0.37
H -2.57 -0.42 0.12  0.39
O -1.05 0.52 4.56  -0.63
H -0.66 -0.16 5.16  0.32
H -1.54 1.14 5.16  0.32
O -1.59 -0.85 1.59  -0.66
H -0.89 -0.18 1.46  0.30
H -1.89 -0.46 2.39  0.27
O -2.81 2.32 -1.98  -0.67
H -3.06 1.29 -1.99  0.38
H -3.46 2.96 -2.51  0.30



[2]
# C8H21AlBFO7P3

A molecular structure, C8H21AlBFO7P3 (wB97M-V/def2-TZVPD, OMol25).

2S+1 = 1
HOMO = -4.16 eV
molar mass = 378.963 g/mol
gap between HOMO and LUMO = 7.12 eV
total charge = -1

Last column: Mulliken charge in e.
Atoms and positions in Å:
C 0.25 3.03 1.35  -0.74
O -0.72 2.40 0.53  -0.82
B -0.85 1.03 0.73  0.60
O -1.36 0.60 1.97  -0.94
C -0.38 -0.02 -0.35  1.43
P 0.04 0.54 -2.08  -0.11
C -1.39 1.58 -2.60  -1.07
C 1.28 1.86 -1.83  -0.97
O 0.92 -0.22 0.26  -0.01
Al 1.06 -1.88 0.95  -0.65
C 2.41 -2.81 -0.20  0.49
C 3.64 -1.95 -0.44  -1.15
F 2.86 -4.07 0.30  -0.38
P 1.49 -1.70 3.30  0.07
O -0.12 -1.37 3.72  -0.60
O 2.14 -0.14 3.32  -0.50
O -0.68 -2.20 0.69  -0.45
C -1.08 -1.41 -0.41  -0.03
P -2.92 -1.62 -0.63  -0.16
C -3.64 -0.10 0.07  -0.72
O -3.12 -1.15 -2.23  -0.52
H -0.09 3.08 2.39  0.29
H 1.20 2.49 1.32  0.23
H 0.40 4.04 0.97  0.29
H -0.69 0.45 2.65  0.28
H -0.99 2.35 -3.28  0.49
H -1.88 2.10 -1.78  0.23
H -2.12 0.99 -3.15  0.28
H 2.24 1.40 -1.60  0.16
H 1.03 2.59 -1.06  0.18
H 1.36 2.38 -2.79  0.47
H 1.94 -3.02 -1.17  0.15
H 3.35 -0.91 -0.59  0.15
H 4.22 -2.27 -1.32  0.33
H 4.29 -1.99 0.44  0.31
H -0.70 -1.49 2.95  0.40
H 1.46 0.52 3.13  0.35
H -0.70 -1.89 -1.35  0.52
H -3.16 0.83 -0.26  0.05
H -4.68 -0.07 -0.28  0.50
H -3.64 -0.16 1.15  0.28
H -2.68 -1.79 -2.80  0.30



[3]
# C8H21BF4NO2Zn

A molecular structure, C8H21BF4NO2Zn at a distorted geometry (wB97M-V/def2-TZVPD, OMol25).

2S+1 = 1
HOMO = -5.74 eV
molar mass = 315.455 g/mol
gap between HOMO and LUMO = 8.61 eV
total charge = -1

Last column: Mulliken charge in e.
Atoms and positions in Å:
Zn -6.72 -2.47 11.62  0.78
C -6.37 -4.64 9.68  -0.43
O -6.91 -4.28 10.94  -0.60
H -6.45 -3.84 8.94  0.04
H -5.30 -4.91 9.68  0.21
H -6.96 -5.50 9.30  0.28
C -5.33 -1.14 13.66  -0.51
O -6.59 -1.79 13.46  -0.72
H -5.20 -1.04 14.73  0.26
H -4.49 -1.69 13.28  0.18
H -5.29 -0.15 13.23  0.20
B -3.06 -1.35 10.25  0.49
F -3.83 -0.23 10.67  -0.41
F -2.40 -1.92 11.29  -0.37
F -4.03 -2.32 9.80  -0.44
F -2.24 -1.00 9.22  -0.34
C -6.70 -1.42 8.26  -1.37
C -8.08 -1.54 8.87  -0.80
N -8.03 -1.10 10.29  1.40
C -7.40 0.27 10.32  -0.33
C -7.61 1.00 11.66  -1.54
C -9.40 -1.06 10.96  -0.68
C -10.02 -2.45 10.88  -1.41
H -6.30 -0.44 7.98  0.36
H -6.77 -2.01 7.30  0.36
H -5.92 -1.88 8.88  0.19
H -8.81 -0.94 8.33  0.34
H -8.41 -2.59 8.86  0.40
H -6.29 0.17 10.25  0.30
H -7.72 0.85 9.45  0.36
H -6.80 1.75 11.73  0.39
H -8.57 1.46 11.88  0.32
H -7.43 0.30 12.47  0.29
H -10.08 -0.35 10.43  0.31
H -9.23 -0.80 11.98  0.45
H -11.01 -2.47 11.35  0.39
H -9.40 -3.18 11.40  0.33
H -10.14 -2.80 9.85  0.33